# C2HFN2OS

An isolated molecule of C2HFN2OS in a non-equilibrium geometry (ωB97M-V/def2-TZVPD, OMol25).

Properties
frontier orbital gap: 9.380 eV
ΔE to the lowest compared entry with this formula, charge and spin: 16.64 kcal per mole
lowest unoccupied orbital energy: 0.24 eV

Last columns: bonded neighbours and bond lengths (Å).
Element x y z (Å)
1 F 1.3576 1.7987 1.3058  C2 1.297
2 C 0.7868 0.7754 0.7503  F1 1.297, N3 1.328, O7 1.399
3 N 1.2835 0.1265 -0.2970  C2 1.328, N4 1.387
4 N 0.2736 -0.7634 -0.6330  N3 1.387, C5 1.360, H8 1.105
5 C -0.9116 -0.4038 -0.0719  N4 1.360, S6 1.690, O7 1.465
6 S -2.4782 -0.9537 -0.3863  C5 1.690
7 O -0.5578 0.5024 1.0230  C2 1.399, C5 1.465
8 H 0.2461 -1.0821 -1.6908  N4 1.105